(1)
A molecular structure, C13H17Cl2F4N3O3Sr, computed with ωB97M-V/def2-TZVPD.

Values from the calculation:
DFT total energy   -61118.403 eV
Lowest unoccupied orbital energy   -0.079 eV
HOMO level   -7.182 eV
Maximum force   1.63 eV/A

Positions of all 43 atoms, in Å:
Sr1 0.85 0.72 -0.91
C1 2.53 -0.75 1.94
C2 1.46 0.14 2.55
N1 0.24 0.23 1.75
C3 -0.62 1.35 2.18
C4 -1.10 1.32 3.62
C5 -0.49 -1.06 1.71
C6 -1.53 -1.16 0.60
N2 -0.90 -0.90 -0.69
C7 -1.56 -1.09 -1.86
C8 -0.91 -0.82 -3.11
F1 0.39 -0.35 -3.09
C9 -1.47 -1.00 -4.35
F2 -0.72 -0.70 -5.43
C10 -2.76 -1.46 -4.50
C11 -3.44 -1.72 -3.32
F3 -4.70 -2.16 -3.37
C12 -2.88 -1.55 -2.07
F4 -3.65 -1.84 -1.00
H1 3.50 -0.54 2.40
H2 2.66 -0.59 0.87
H3 2.33 -1.81 2.08
H4 1.84 1.16 2.66
H5 1.24 -0.21 3.57
H6 -1.48 1.38 1.51
H7 -0.06 2.27 1.99
H8 -1.61 0.39 3.88
H9 -1.81 2.13 3.79
H10 -0.28 1.46 4.33
H11 -0.99 -1.28 2.66
H12 0.25 -1.85 1.55
H13 -2.37 -0.49 0.80
H14 -1.97 -2.17 0.66
H15 -3.22 -1.60 -5.46
O1 -0.45 2.54 -1.62
N3 -0.05 3.24 -0.59
O2 -0.72 4.10 -0.10
O3 1.11 2.92 -0.12
Cl1 4.21 1.76 -0.28
C13 4.81 0.30 -1.06
Cl2 3.63 -0.44 -2.18
H16 5.03 -0.44 -0.30
H17 5.68 0.55 -1.65

The computed natural (NBO) charges, all in e, follow:
1 Sr 1.796
2 C -0.609
3 C -0.229
4 N -0.508
5 C -0.241
6 C -0.639
7 C -0.231
8 C -0.232
9 N -0.844
10 C 0.105
11 C 0.255
12 F -0.392
13 C 0.355
14 F -0.310
15 C -0.412
16 C 0.367
17 F -0.310
18 C 0.226
19 F -0.321
20 H 0.224
21 H 0.164
22 H 0.217
23 H 0.207
24 H 0.182
25 H 0.207
26 H 0.218
27 H 0.206
28 H 0.228
29 H 0.205
30 H 0.181
31 H 0.198
32 H 0.178
33 H 0.197
34 H 0.247
35 O -0.622
36 N 0.697
37 O -0.351
38 O -0.651
39 Cl 0.010
40 C -0.397
41 Cl -0.036
42 H 0.230
43 H 0.236

(2)
2 unconnected molecules or ions with the total composition C13H17Cl2FI, computed with ωB97M-V/def2-TZVPD.

Values from the calculation:
DFT total energy   -49619.803 eV
Lowest unoccupied orbital energy   2.713 eV
HOMO level   -2.368 eV
Maximum force   0.27 eV/A
Total charge   -1

Positions of all 34 atoms, in Å:
C1 2.78 -0.74 2.11
C2 2.15 0.58 1.68
Cl1 1.41 1.33 3.19
C3 1.10 0.36 0.60
Cl2 0.36 1.97 0.18
C4 1.73 -0.35 -0.58
C5 1.13 -0.17 -1.96
C6 2.06 0.48 -3.03
C7 2.87 1.62 -2.45
I1 3.91 2.72 -4.03
H1 3.46 -1.06 1.32
H2 3.32 -0.62 3.05
H3 2.02 -1.51 2.24
H4 2.89 1.29 1.32
H5 0.25 -0.16 1.09
H6 1.68 -1.41 -0.31
H7 0.18 0.40 -1.97
H8 0.87 -1.16 -2.37
H9 1.48 0.84 -3.89
H10 2.76 -0.28 -3.40
H11 3.67 1.28 -1.80
H12 2.27 2.38 -1.95
F1 -3.30 -1.47 -1.62
C8 -3.49 -1.05 -0.34
C9 -2.60 -0.16 0.22
C10 -2.82 0.25 1.52
C11 -3.91 -0.22 2.24
C12 -4.80 -1.11 1.64
C13 -4.59 -1.54 0.34
H13 -1.74 0.19 -0.34
H14 -2.11 0.93 1.98
H15 -4.07 0.10 3.26
H16 -5.65 -1.48 2.20
H17 -5.26 -2.23 -0.15

The computed natural (NBO) charges, all in e, follow:
1 C -0.637
2 C -0.155
3 Cl -0.171
4 C -0.172
5 Cl -0.154
6 C -0.721
7 C -0.419
8 C -0.437
9 C -0.427
10 I -0.079
11 H 0.244
12 H 0.206
13 H 0.203
14 H 0.218
15 H 0.156
16 H 0.169
17 H 0.172
18 H 0.184
19 H 0.187
20 H 0.190
21 H 0.233
22 H 0.218
23 F -0.330
24 C 0.398
25 C -0.284
26 C -0.174
27 C -0.244
28 C -0.203
29 C -0.300
30 H 0.258
31 H 0.236
32 H 0.209
33 H 0.205
34 H 0.219

(3)
A molecular structure, C13H17IrN2O4SSe3Te, computed with ωB97M-V/def2-TZVPD.

Values from the calculation:
Expectation value of S²   0.93
Multiplicity   2
DFT total energy   -241931.624 eV
Lowest unoccupied orbital energy (alpha / beta)   0.690 / 0.933 eV
HOMO level (alpha / beta)   -4.630 / -4.815 eV
Maximum force   2.51 eV/A
Total charge   -1

Positions of all 42 atoms, in Å:
Ir1 0.55 0.34 -1.87
Se1 -1.12 2.73 -2.15
Se2 -2.77 2.45 -3.65
Te1 -2.63 -0.07 -3.96
Se3 -0.19 -0.34 -4.05
O1 1.35 -1.55 -0.90
N1 2.11 -1.98 -1.82
O2 2.70 -3.00 -1.70
O3 2.20 -1.26 -2.82
S1 3.80 3.57 -2.47
C1 2.66 2.43 -2.53
N2 1.81 1.62 -2.61
C2 -2.10 -2.29 -0.81
C3 -2.46 -1.54 0.46
C4 -3.41 -0.38 0.18
C5 -1.28 -1.10 1.31
C6 -1.17 -1.67 2.57
C7 -0.17 -1.29 3.45
C8 0.73 -0.32 3.06
C9 0.67 0.28 1.81
C10 1.71 1.31 1.47
C11 1.14 2.64 0.99
C12 2.77 0.78 0.51
C13 -0.33 -0.13 0.94
O4 -0.47 0.52 -0.25
H1 -2.99 -2.71 -1.26
H2 -1.39 -3.09 -0.61
H3 -1.65 -1.64 -1.55
H4 -3.00 -2.26 1.09
H5 -2.92 0.39 -0.41
H6 -3.75 0.07 1.11
H7 -4.28 -0.73 -0.38
H8 -1.89 -2.42 2.87
H9 -0.10 -1.74 4.43
H10 1.51 0.00 3.74
H11 2.23 1.51 2.42
H12 0.70 2.55 0.00
H13 1.94 3.38 0.93
H14 0.38 3.01 1.67
H15 2.36 0.56 -0.49
H16 3.20 -0.15 0.88
H17 3.56 1.51 0.38

The computed natural (NBO) charges, all in e, follow:
1 Ir 1.127
2 Se -0.148
3 Se -0.190
4 Te 0.196
5 Se -0.146
6 O -0.539
7 N 0.726
8 O -0.403
9 O -0.476
10 S -0.205
11 C 0.213
12 N -0.607
13 C -0.595
14 C -0.227
15 C -0.604
16 C -0.042
17 C -0.200
18 C -0.238
19 C -0.226
20 C 0.022
21 C -0.253
22 C -0.596
23 C -0.575
24 C 0.267
25 O -0.735
26 H 0.198
27 H 0.214
28 H 0.203
29 H 0.188
30 H 0.233
31 H 0.201
32 H 0.196
33 H 0.197
34 H 0.201
35 H 0.198
36 H 0.196
37 H 0.209
38 H 0.209
39 H 0.207
40 H 0.171
41 H 0.215
42 H 0.216

(4)
A molecular structure, C13H17N3O4, computed with ωB97M-V/def2-TZVPD.

Values from the calculation:
DFT total energy   -26412.472 eV
Lowest unoccupied orbital energy   0.370 eV
HOMO level   -8.930 eV
Maximum force   6.09 eV/A

Positions of all 37 atoms, in Å:
C1 3.38 -0.67 0.26
C2 2.00 -0.32 -0.27
C3 3.94 0.55 1.20
C4 3.09 0.91 2.39
C5 -0.46 -0.14 0.07
C6 -0.75 1.29 0.58
C7 -1.61 -1.20 -0.03
C8 -2.81 -0.89 -0.87
C9 -2.85 -1.24 -2.16
C10 -3.90 -0.18 -0.20
C11 -3.83 -0.89 -3.01
C12 -5.02 0.04 -1.01
C13 -5.00 -0.21 -2.45
H1 4.42 -2.44 -0.12
H2 3.64 -1.26 -1.76
H3 3.13 -1.48 1.08
H4 5.02 0.08 1.69
H5 4.24 1.47 0.51
H6 2.39 2.70 3.53
H7 3.64 2.92 2.17
H8 1.05 -0.54 1.54
H9 -0.14 -0.02 -1.06
H10 -1.87 -1.42 1.04
H11 -0.95 -2.17 -0.30
H12 -1.92 -1.72 -2.67
H13 -3.92 -0.03 0.91
H14 -3.85 -1.24 -4.01
H15 -5.97 0.52 -0.50
H16 -5.87 0.09 -3.11
H17 -0.31 3.16 0.69
N1 4.32 -1.24 -0.63
N2 2.96 2.37 2.69
N3 0.86 -0.48 0.57
O1 1.94 -0.28 -1.51
O2 2.55 0.06 3.08
O3 -1.73 1.73 1.22
O4 0.17 2.17 0.48

The computed natural (NBO) charges, all in e, follow:
1 C -0.137
2 C 0.680
3 C -0.524
4 C 0.685
5 C -0.158
6 C 0.770
7 C -0.410
8 C -0.049
9 C -0.216
10 C -0.192
11 C -0.208
12 C -0.218
13 C -0.209
14 H 0.366
15 H 0.424
16 H 0.207
17 H 0.262
18 H 0.232
19 H 0.424
20 H 0.397
21 H 0.423
22 H 0.269
23 H 0.220
24 H 0.231
25 H 0.213
26 H 0.244
27 H 0.216
28 H 0.219
29 H 0.222
30 H 0.523
31 N -0.842
32 N -0.882
33 N -0.618
34 O -0.627
35 O -0.621
36 O -0.647
37 O -0.668

(5)
2 unconnected molecules or ions with the total composition C13H17N3O4, computed with ωB97M-V/def2-TZVPD.

Values from the calculation:
DFT total energy   -26415.807 eV
Lowest unoccupied orbital energy   0.330 eV
Structure (SMILES)   N[C@@H](Cc1c[nH]c2ccccc12)C(=O)O.NCC(=O)O
HOMO level   -8.210 eV
Maximum force   6.18 eV/A

Positions of all 37 atoms, in Å:
N1 -1.15 0.93 -1.61
C1 -0.36 1.93 -2.23
C2 0.70 2.32 -1.24
C3 1.65 1.18 -1.06
C4 2.82 0.93 -1.67
N2 3.45 -0.13 -1.09
C5 2.67 -0.52 -0.04
C6 3.07 -1.34 0.98
C7 2.20 -1.47 2.02
C8 0.95 -0.82 2.06
C9 0.56 0.05 1.05
C10 1.50 0.22 0.01
C11 0.31 1.32 -3.43
O1 1.16 1.90 -4.09
O2 -0.08 0.09 -3.77
H1 -2.01 0.78 -1.88
H2 -0.77 0.22 -1.00
H3 -0.88 2.78 -2.47
H4 1.12 3.19 -1.45
H5 0.19 2.32 -0.39
H6 3.32 1.45 -2.58
H7 4.13 -0.74 -1.51
H8 4.07 -2.02 1.00
H9 2.44 -2.22 2.72
H10 0.36 -0.93 2.98
H11 -0.35 0.51 1.02
H12 -0.68 -0.31 -3.03
N3 -2.89 -1.27 4.56
C12 -3.68 -0.60 3.50
C13 -3.55 -1.23 2.18
O3 -4.00 -0.75 1.18
O4 -2.60 -2.19 2.14
H13 -3.24 -2.25 4.66
H14 -1.99 -1.41 4.20
H15 -3.38 0.41 3.38
H16 -4.69 -0.60 3.77
H17 -2.33 -2.17 1.21

The computed natural (NBO) charges, all in e, follow:
1 N -0.864
2 C -0.156
3 C -0.389
4 C -0.133
5 C 0.015
6 N -0.546
7 C 0.172
8 C -0.215
9 C -0.240
10 C -0.221
11 C -0.229
12 C -0.114
13 C 0.785
14 O -0.605
15 O -0.685
16 H 0.370
17 H 0.389
18 H 0.226
19 H 0.223
20 H 0.214
21 H 0.240
22 H 0.417
23 H 0.217
24 H 0.211
25 H 0.209
26 H 0.208
27 H 0.498
28 N -0.797
29 C -0.342
30 C 0.765
31 O -0.594
32 O -0.690
33 H 0.353
34 H 0.353
35 H 0.230
36 H 0.225
37 H 0.499

(6)
2 unconnected molecules or ions with the total composition C13H17N5O3S, computed with ωB97M-V/def2-TZVPD.

Values from the calculation:
DFT total energy   -38182.066 eV
Lowest unoccupied orbital energy   0.332 eV
HOMO level   -8.656 eV
Maximum force   5.28 eV/A

Positions of all 39 atoms, in Å:
C1 3.21 0.34 -3.88
C2 2.59 0.34 -2.52
C3 2.68 1.47 -1.72
C4 2.06 1.51 -0.47
C5 1.35 0.40 -0.02
S1 0.46 0.48 1.49
N1 1.92 0.02 2.44
C6 1.68 -0.59 3.48
O1 1.45 -1.18 4.47
O2 0.18 1.82 1.77
O3 -0.44 -0.60 1.51
C7 1.28 -0.75 -0.81
C8 1.91 -0.77 -2.05
H1 3.05 -0.61 -4.39
H2 2.77 1.13 -4.50
H3 4.29 0.52 -3.82
H4 3.23 2.34 -2.06
H5 2.10 2.38 0.15
H6 0.74 -1.61 -0.44
H7 1.86 -1.67 -2.66
N2 7.19 -1.50 2.83
N3 6.23 -1.90 3.38
N4 5.20 -2.19 3.93
C9 5.14 -3.59 4.42
C10 3.75 -3.90 5.00
C11 3.68 -5.30 5.65
C12 2.28 -5.85 5.28
C13 1.84 -5.03 4.06
N5 2.71 -3.84 3.97
H8 5.35 -4.26 3.58
H9 5.93 -3.72 5.18
H10 3.52 -3.12 5.77
H11 4.46 -5.94 5.23
H12 3.82 -5.25 6.73
H13 2.31 -6.92 5.06
H14 1.58 -5.70 6.11
H15 1.97 -5.63 3.13
H16 0.77 -4.76 4.10
H17 2.20 -2.97 4.04

The computed natural (NBO) charges, all in e, follow:
1 C -0.633
2 C -0.004
3 C -0.164
4 C -0.167
5 C -0.386
6 S 2.335
7 N -0.793
8 C 0.886
9 O -0.495
10 O -0.880
11 O -0.897
12 C -0.162
13 C -0.206
14 H 0.218
15 H 0.227
16 H 0.227
17 H 0.210
18 H 0.236
19 H 0.239
20 H 0.217
21 N -0.112
22 N 0.237
23 N -0.317
24 C -0.232
25 C -0.059
26 C -0.411
27 C -0.416
28 C -0.219
29 N -0.649
30 H 0.198
31 H 0.194
32 H 0.185
33 H 0.201
34 H 0.219
35 H 0.213
36 H 0.203
37 H 0.177
38 H 0.195
39 H 0.385